[1]
23 unconnected molecules or ions with the total composition C14H61N2O24, computed with wB97M-V/def2-TZVPD.

Element x y z (Å)
O (-2.94710, 3.99021, -3.40865)
C (-2.64751, 2.81010, -3.66572)
O (-1.55150, 2.41208, -4.49055)
C (-3.58112, 1.66253, -3.08016)
C (-4.20002, 0.66415, -4.13039)
C (-5.14321, -0.42107, -3.56346)
N (-5.43836, -0.50221, -2.15563)
C (-4.86904, 0.39238, -1.15760)
C (-3.89056, 1.55709, -1.55847)
C (-3.33162, 2.53765, -0.43550)
C (-1.74881, 2.45044, -0.18188)
C (-1.19046, 0.96919, 0.09207)
C (-0.55581, 0.81174, 1.58984)
N (-1.00286, -0.55576, 2.05929)
C (-1.92700, -0.92014, 3.09867)
C (-1.99820, -2.48003, 3.05664)
C (-0.99692, -2.89094, 1.91190)
C (-0.36317, -1.61937, 1.30152)
H (-1.38777, 1.45489, -4.31435)
H (-3.98762, 0.73686, -5.24645)
H (-5.63051, -1.13416, -4.30222)
H (-6.11271, -1.25127, -1.86313)
H (-5.19716, 0.19678, -0.08685)
H (-3.94256, 2.43595, 0.54141)
H (-3.54132, 3.61728, -0.79850)
H (-1.10538, 2.94376, -0.99928)
H (-1.54442, 3.06807, 0.77575)
H (-0.32396, 0.69195, -0.62191)
H (-2.04264, 0.21187, 0.01362)
H (0.58307, 0.87083, 1.59224)
H (-0.96048, 1.62248, 2.28047)
H (-2.47372, -0.17663, 3.78471)
H (-2.65118, -3.15037, 3.71338)
H (-0.78227, -3.96710, 1.57301)
H (0.40160, -1.46405, 0.47848)
O (3.02944, -1.19851, 2.18092)
H (2.90397, -1.72405, 2.98383)
H (2.15581, -1.18775, 1.77094)
O (0.39582, 2.59592, -2.18476)
H (-0.10728, 2.54164, -3.00557)
H (1.28498, 2.30568, -2.43656)
O (2.09701, 0.53531, -3.79236)
H (1.72089, 0.40408, -4.67243)
H (2.90376, 0.00431, -3.80111)
O (3.56825, 0.50889, 4.50121)
H (3.19095, 0.35782, 3.62307)
H (4.36845, -0.03224, 4.50669)
O (3.85672, 1.38772, -1.45631)
H (3.89109, 2.30899, -1.74754)
H (3.45344, 1.43467, -0.58056)
O (6.50709, 3.07666, -1.54568)
H (6.70978, 3.48990, -2.39177)
H (6.27662, 2.16938, -1.77967)
O (2.81488, -3.50567, 4.52164)
H (2.76801, -3.74046, 5.46121)
H (3.07335, -4.32700, 4.08734)
O (-0.50252, 2.56299, -7.18722)
H (-0.45849, 3.47693, -7.49452)
H (-0.90769, 2.62827, -6.31296)
O (-2.91273, -2.99059, -3.90480)
H (-2.31706, -2.63813, -4.57970)
H (-3.41346, -2.22098, -3.60967)
O (-6.70474, -1.97283, 0.07012)
H (-6.50610, -2.57491, 0.80277)
H (-7.20644, -1.25942, 0.48500)
O (0.77235, 3.37961, 1.34263)
H (1.69640, 3.34196, 1.62225)
H (0.82099, 3.61801, 0.40700)
O (-6.12886, -4.31132, 2.43409)
H (-6.17069, -4.55928, 3.36588)
H (-5.86261, -5.12464, 1.98742)
O (-2.39143, 1.77135, 5.33837)
H (-1.82122, 2.49422, 5.04807)
H (-1.89363, 1.35423, 6.05318)
O (2.86880, -5.07030, 6.80900)
H (2.82096, -5.29833, 7.74681)
H (3.12826, -5.89577, 6.38059)
O (5.04573, 0.96414, 7.05844)
H (4.54210, 0.89350, 6.23677)
H (5.92841, 0.65720, 6.81833)
O (6.32636, -1.52971, 6.86835)
H (5.50577, -2.03303, 6.79919)
H (6.79113, -1.94021, 7.60782)
O (-0.37146, -4.13324, -5.06513)
H (-1.18471, -4.64950, -5.14060)
H (0.10043, -4.54773, -4.33233)
O (-6.35666, 2.84819, -6.07462)
H (-5.79136, 3.57680, -6.36166)
H (-5.85588, 2.42935, -5.36343)
O (5.67651, 2.08091, -3.79789)
H (4.91405, 1.70391, -4.25495)
H (6.29838, 2.28441, -4.50879)
O (2.56372, -4.27945, -5.86010)
H (2.44994, -4.81724, -5.06793)
H (1.68811, -4.27672, -6.26861)
O (0.95564, -2.69620, 7.53395)
H (1.51309, -3.43224, 7.25243)
H (0.91656, -2.12254, 6.75832)
O (7.59698, 5.91861, -0.90832)
H (7.80241, 6.33647, -1.75341)
H (7.36598, 5.00990, -1.14462)

The value obtained for the highest occupied orbital energy is -0.367 hartree. As for the HOMO-LUMO gap: 4.675 eV. The calculation puts the LUMO energy at -5.322 eV. As for the charge: +1. As for the energy: -67614.851 eV.

Mulliken population analysis, charges in e, atoms 1 to 5:
1. O -0.473
2. C 0.265
3. O -0.560
4. C 0.699
5. C -0.422

[2]
A molecular structure, C14H12AuN6O8, computed with wB97M-V/def2-TZVPD.

Element x y z (Å)
Au (0.55182, -1.29116, -0.93057)
O (-2.44561, 0.48727, -2.88002)
C (-1.62238, 0.40856, -2.01000)
O (-0.97815, -0.79386, -1.94160)
C (-1.38858, 1.49085, -1.01691)
C (-2.38810, 2.45911, -0.92730)
C (-2.30397, 3.45826, 0.01220)
C (-1.24249, 3.53307, 0.90882)
C (-0.26887, 2.58416, 0.79903)
C (-0.25415, 1.57703, -0.18586)
O (0.79596, 0.80972, -0.26004)
N (0.88922, 2.57825, 1.70786)
O (1.85656, 3.23311, 1.39372)
O (0.78816, 1.90395, 2.71657)
N (-3.36055, 4.47473, 0.08252)
O (-4.29071, 4.37110, -0.68921)
O (-3.22091, 5.36333, 0.89918)
H (-3.24050, 2.41171, -1.58989)
H (-1.20449, 4.31771, 1.65172)
N (2.66678, -2.79223, 2.17095)
C (3.80269, -2.31236, 1.55337)
C (3.40967, -1.80477, 0.35587)
N (2.05402, -1.98529, 0.24855)
C (1.62832, -2.57404, 1.35665)
C (0.20650, -2.83141, 1.45064)
N (-0.53208, -2.44803, 0.42143)
C (-1.84130, -2.74313, 0.69357)
C (-1.88093, -3.33590, 1.91785)
N (-0.58277, -3.38398, 2.38052)
H (2.64206, -3.22064, 3.08217)
H (4.77343, -2.37192, 2.01207)
H (3.99501, -1.34358, -0.41977)
H (-2.63585, -2.51966, 0.00284)
H (-2.70716, -3.71946, 2.48955)
H (-0.30176, -3.75907, 3.27217)
C (1.28115, -0.11067, -3.80558)
O (1.82470, -0.40191, -2.48676)
H (2.07667, 0.32054, -4.40849)
H (0.44088, 0.57545, -3.74060)
H (0.95690, -1.05319, -4.23222)
H (2.05084, 0.43834, -2.05501)

The value obtained for the highest occupied orbital energy (alpha / beta) is -0.416 / -0.416 hartree. The value obtained for the energy above the lowest of the compared OMol25 structures with the same formula, charge and spin is 26.48 kcal/mol. As for the HOMO-LUMO gap (alpha / beta): 5.938 / 5.939 eV. The calculation puts the LUMO energy (alpha / beta) at -5.388 / -5.387 eV. As for the charge: +1. As for the energy: -43711.541 eV.

Mulliken population analysis, charges in e, atoms 1 to 5:
1. Au 1.095
2. O -0.568
3. C 0.213
4. O -0.532
5. C 0.757